50
Properties=species:S:1:pos:R:3:forces:R:3 method="wB97M-V/def2-TZVPD" max_force_ev_per_a=1.8 homo_lumo_gap_ev="6.46 / 8.30" multiplicity=3 s_squared=2.011 relative_energy_ev=0.000 e_lumo_ev="0.5 / 0.1" total_charge=0 energy_ha=-2114.75733
Ti 0.44150 0.20220 0.69450 0.435 -0.963 0.464
P 1.12036 2.37638 -0.19526 -0.745 0.411 -1.539
O -2.79357 -0.18525 1.59281 0.480 -0.521 0.958
O 1.26262 -1.58883 3.17654 -0.755 0.126 0.142
N 1.22797 -1.49644 -0.45751 0.330 -0.084 -0.244
N -0.62540 -0.65943 2.24810 -0.282 -0.414 0.013
C -2.24968 -0.54700 -2.65430 0.401 0.105 0.283
C 2.38216 -2.02714 0.31017 -0.038 -0.268 -0.127
C 1.76025 3.82847 0.66919 0.287 0.336 0.305
C -0.91011 0.50083 -0.92188 0.406 0.620 0.252
C 0.03966 -1.45831 3.16013 -0.627 0.400 -0.648
C -2.48792 0.69431 -3.24496 -0.121 -0.015 0.191
C 2.12941 2.42871 -1.72643 0.363 0.159 -0.092
C -2.33175 -1.67099 3.51670 -0.825 0.109 -0.037
C 0.17698 -2.54322 -0.61425 0.484 -0.012 -0.188
C -0.99929 -2.14603 4.04431 0.634 -0.251 0.328
C -1.44205 -0.65277 -1.50412 -0.757 0.311 -0.811
C 1.72855 -1.08254 -1.79400 0.004 -0.239 0.079
C -1.96658 1.85193 -2.66479 0.349 -0.191 0.187
C -2.01158 -0.73725 2.34828 0.258 -0.127 -0.236
C -1.16150 1.75243 -1.52145 -0.415 -0.489 -0.683
C -1.24678 -2.02108 -0.89871 -0.362 -0.636 0.189
C -0.47581 2.96909 -0.96079 0.380 0.315 0.406
H -2.14987 2.83168 -3.10539 -0.014 -0.203 -0.037
H 2.51154 -0.31743 -1.67977 -0.304 -0.274 -0.018
H 2.16676 3.46951 -2.07835 0.084 -0.276 -0.026
H -2.96734 -2.49079 3.16152 0.041 0.236 0.057
H 2.16170 -1.97594 -2.27700 0.000 0.272 -0.040
H 2.04978 -2.47105 1.25772 0.114 0.275 -0.319
H 0.17691 -3.16695 0.29510 -0.011 0.320 -0.291
H 0.51597 -3.18765 -1.44333 -0.127 0.023 0.184
H 1.23844 1.12450 2.13685 -0.080 0.390 0.433
H -1.06872 3.47026 -0.18080 0.056 -0.157 -0.111
H 3.14866 2.07833 -1.52374 -0.128 0.099 -0.100
H -1.69022 -2.76134 -1.58065 -0.027 0.172 0.214
H 2.75032 3.59500 1.08141 -0.191 0.111 -0.049
H 0.91104 -0.69680 -2.41205 0.206 -0.053 0.225
H 0.49284 1.39897 2.15124 0.405 0.368 0.483
H 3.08636 -1.20856 0.52614 -0.187 -0.297 -0.086
H -3.08568 0.75778 -4.15215 0.053 0.001 0.192
H -0.23398 3.71588 -1.73279 -0.197 -0.116 0.143
H -1.83019 -2.09526 0.03556 0.179 0.210 -0.285
H -2.68316 -1.45269 -3.07685 0.065 0.169 -0.074
H -0.83324 -1.84743 5.08399 0.082 -0.144 -0.110
H -2.89465 -1.11410 4.27180 -0.065 -0.087 -0.171
H 1.85790 4.67390 -0.02473 -0.062 -0.150 0.208
H 2.88683 -2.79655 -0.29850 0.026 0.138 0.215
H -0.87439 -3.23392 3.98031 0.079 0.236 0.069
H 1.09745 4.10814 1.49583 0.127 -0.054 -0.143
H 1.69148 1.80449 -2.51363 -0.010 0.106 0.246